1.
A 8-piece molecular cluster, C24H56N8O8 overall. Source: the Open Molecules 2025 dataset; level of theory: the ωB97M-V functional and the def2-TZVPD basis.

As for the expectation value of S²: 0.75. Its HOMO energy (alpha / beta) is 0.0208 / -0.2489 Ha. The LUMO energy (alpha / beta) comes out at 2.2 / 2.3 eV. The HOMO-LUMO gap (alpha / beta) comes out at 1.68 / 9.08 eV. As for the molecular weight: 584.76 g mol⁻¹.

Structure (ORCA input):
```
! RIJCOSX wB97M-V def2-TZVPD def2/J DEFGRID3
* xyz -1 2
C 0.933 4.402 -6.293
O 0.818 5.184 -7.239
N 2.073 3.772 -5.947
C 1.986 2.531 -5.148
C 3.323 4.001 -6.728
H 0.049 4.093 -5.714
H 2.753 2.603 -4.378
H 1.989 1.634 -5.768
H 1.070 2.463 -4.561
H 3.338 3.307 -7.569
H 3.366 4.993 -7.177
H 4.292 3.981 -6.229
C 0.806 0.814 -1.259
O 0.351 1.502 -2.157
N 0.095 -0.146 -0.590
C 0.674 -1.061 0.353
C -1.312 -0.377 -0.802
H 1.868 0.887 -0.979
H 1.708 -1.130 0.015
H 0.240 -2.057 0.441
H 0.936 -0.670 1.337
H -1.578 0.259 -1.646
H -1.596 -1.314 -1.282
H -1.934 -0.301 0.090
C -7.371 -0.316 -0.715
O -8.339 0.173 -0.127
N -6.155 0.130 -0.534
C -5.047 -0.477 -1.166
C -5.871 1.416 -0.046
H -7.405 -1.251 -1.296
H -5.235 -0.760 -2.202
H -4.806 -1.402 -0.643
H -4.137 0.100 -1.003
H -5.269 1.187 0.833
H -5.331 2.057 -0.744
H -6.790 1.906 0.276
C -3.184 3.815 -5.305
O -2.207 4.572 -5.346
N -3.073 2.698 -4.584
C -4.195 1.781 -4.431
C -1.829 2.339 -3.976
H -4.168 4.054 -5.738
H -4.635 1.781 -3.434
H -3.853 0.746 -4.423
H -4.839 2.002 -5.282
H -2.199 2.173 -2.964
H -1.516 1.463 -4.544
H -1.062 3.112 -4.024
C -1.185 -1.511 4.094
O -0.780 -1.410 2.933
N -0.650 -2.443 4.947
C -1.216 -2.581 6.259
C 0.258 -3.579 4.602
H -1.890 -0.901 4.678
H -1.824 -3.486 6.274
H -1.840 -1.712 6.466
H -0.431 -2.561 7.014
H 0.994 -3.580 5.406
H -0.196 -4.563 4.721
H 0.560 -3.570 3.555
C 3.132 -2.098 3.899
O 2.647 -1.150 4.534
N 3.805 -3.050 4.538
C 4.656 -3.938 3.794
C 3.600 -3.099 6.020
H 3.027 -2.080 2.803
H 4.023 -4.825 3.828
H 5.615 -4.022 4.304
H 4.774 -3.616 2.759
H 2.622 -2.927 6.470
H 3.906 -4.136 6.156
H 4.326 -2.493 6.562
C 4.052 -1.550 -0.378
O 4.352 -2.127 0.625
N 3.833 -2.140 -1.596
C 3.045 -1.435 -2.669
C 4.078 -3.549 -1.800
H 3.955 -0.464 -0.531
H 3.532 -1.549 -3.638
H 2.948 -0.438 -2.238
H 2.084 -1.932 -2.795
H 3.858 -3.810 -2.835
H 5.158 -3.697 -1.782
H 3.532 -4.242 -1.159
C 1.412 1.485 3.303
O 1.874 1.654 2.167
N 0.221 1.982 3.724
C -0.331 1.923 5.075
C -0.735 2.403 2.685
H 1.949 1.040 4.155
H 0.301 1.871 5.962
H -0.969 1.039 5.067
H -0.970 2.785 5.265
H -0.211 2.744 1.793
H -1.301 1.497 2.466
H -1.340 3.173 3.164
*
```

These are the Mulliken partial charges, in e, on atoms 1 to 8:
1 C 0.412
2 O -0.637
3 N 0.119
4 C -0.508
5 C -0.980
6 H 0.170
7 H 0.356
8 H 0.288

***

2.
A 8-piece molecular cluster, C24H56N8O8 overall. Source: the Open Molecules 2025 dataset; level of theory: the ωB97M-V functional and the def2-TZVPD basis.

As for the expectation value of S²: 0.75. Its HOMO energy (alpha / beta) is 0.0071 / -0.2504 Ha. The LUMO energy (alpha / beta) comes out at 2.0 / 1.9 eV. The HOMO-LUMO gap (alpha / beta) comes out at 1.76 / 8.75 eV. As for the molecular weight: 584.76 g mol⁻¹.

Structure (ORCA input):
```
! RIJCOSX wB97M-V def2-TZVPD def2/J DEFGRID3
* xyz -1 2
C 4.702 5.403 -0.742
C 4.335 4.241 0.294
O 3.171 4.074 0.593
N 5.314 3.417 0.764
C 5.169 2.295 1.670
H 4.062 6.283 -0.817
H 4.611 4.886 -1.697
H 5.675 5.765 -0.411
H 6.233 3.650 0.416
H 5.258 1.326 1.179
H 4.203 2.284 2.174
H 5.959 2.138 2.406
C -3.202 1.814 2.840
C -3.926 1.444 1.592
O -5.136 1.660 1.516
N -3.229 0.945 0.618
C -3.792 0.536 -0.649
H -2.293 1.218 2.913
H -3.692 1.635 3.797
H -2.808 2.827 2.764
H -2.241 0.861 0.814
H -3.002 0.113 -1.270
H -4.312 1.307 -1.218
H -4.446 -0.327 -0.518
C 1.823 7.052 1.631
C 1.162 6.168 2.722
O 0.549 6.638 3.708
N 1.288 4.855 2.503
C 0.753 3.750 3.246
H 1.737 6.680 0.610
H 2.866 7.261 1.871
H 1.291 7.999 1.719
H 1.987 4.645 1.805
H -0.321 3.673 3.074
H 0.966 3.889 4.306
H 1.298 2.842 2.988
C -2.275 -5.399 -0.834
C -2.477 -4.134 -1.699
O -3.091 -3.217 -1.201
N -1.910 -4.137 -2.884
C -2.102 -3.054 -3.821
H -1.661 -5.077 0.007
H -1.841 -6.284 -1.299
H -3.217 -5.709 -0.382
H -1.437 -4.951 -3.250
H -3.106 -3.192 -4.224
H -1.395 -3.065 -4.650
H -1.911 -2.108 -3.314
C 2.513 -3.620 -1.508
C 2.842 -3.823 -0.105
O 2.051 -3.503 0.796
N 4.105 -4.287 0.190
C 4.472 -4.547 1.583
H 1.510 -3.202 -1.596
H 2.543 -4.479 -2.177
H 3.138 -2.810 -1.885
H 4.701 -4.750 -0.481
H 3.840 -5.329 2.002
H 4.454 -3.678 2.242
H 5.507 -4.886 1.556
C -6.365 -3.497 -2.089
C -6.612 -2.853 -0.777
O -7.714 -2.438 -0.432
N -5.588 -2.847 0.022
C -5.453 -2.436 1.392
H -5.419 -4.038 -2.091
H -6.352 -2.761 -2.893
H -7.098 -4.259 -2.354
H -4.717 -2.991 -0.468
H -6.233 -1.784 1.785
H -4.477 -1.990 1.587
H -5.574 -3.359 1.959
C -0.985 -1.602 1.056
C 0.021 -0.458 1.114
O -0.493 0.694 1.238
N 1.314 -0.717 0.901
C 2.357 0.290 0.777
H -0.588 -2.613 1.149
H -1.468 -1.518 0.083
H -1.783 -1.547 1.797
H 1.584 -1.684 1.012
H 1.970 1.308 0.736
H 2.961 0.007 -0.086
H 2.985 0.180 1.661
C 0.407 -0.167 -2.433
C 1.515 0.773 -2.811
O 2.387 0.475 -3.626
N 1.392 1.908 -2.142
C 2.293 3.029 -2.389
H -0.415 0.334 -1.921
H 0.725 -0.999 -1.804
H -0.005 -0.640 -3.324
H 0.551 2.126 -1.628
H 2.266 3.537 -3.353
H 3.310 2.681 -2.210
H 2.038 3.847 -1.715
*
```

These are the Mulliken partial charges, in e, on atoms 1 to 8:
1 C -1.293
2 C 0.408
3 O -0.560
4 N 0.109
5 C -1.169
6 H 0.258
7 H 0.299
8 H 0.491

***

2 is favored, and the nearest alternative lies 148.9 kcal/mol above it.

***

1.
A 2-piece molecular cluster, C2H7NO2 overall. Source: the Open Molecules 2025 dataset; level of theory: the ωB97M-V functional and the def2-TZVPD basis.

Its HOMO energy is -0.3662 Ha. The LUMO energy comes out at 0.4 eV. The HOMO-LUMO gap comes out at 10.38 eV. As for the molecular weight: 77.08 g mol⁻¹.

Structure (ORCA input):
```
! RIJCOSX wB97M-V def2-TZVPD def2/J DEFGRID3
* xyz 0 1
C 0.583 -0.910 1.113
C 1.161 -0.009 0.039
N 0.236 0.744 -0.631
O 2.341 0.059 -0.192
H 0.144 -0.297 1.900
H -0.147 -1.575 0.670
H 1.432 -1.448 1.516
H -0.727 0.651 -0.374
H 0.498 1.231 -1.466
H -2.767 0.222 -1.144
H -3.062 0.578 0.311
O -3.346 -0.007 -0.409
*
```

These are the Mulliken partial charges, in e, on atoms 1 to 8:
1 C -0.978
2 C 0.629
3 N -0.327
4 O -0.595
5 H 0.285
6 H 0.339
7 H 0.282
8 H 0.137

***

2.
One molecule with the formula C2H7NO2. Source: the Open Molecules 2025 dataset; level of theory: the ωB97M-V functional and the def2-TZVPD basis.

Its HOMO energy is -0.3686 Ha. The LUMO energy comes out at 1.0 eV. The HOMO-LUMO gap comes out at 11.06 eV. As for the molecular weight: 77.08 g mol⁻¹.

Structure (ORCA input):
```
! RIJCOSX wB97M-V def2-TZVPD def2/J DEFGRID3
* xyz 0 1
C 0.519 -0.606 0.054
C -1.798 0.068 0.443
N 0.955 0.348 -0.924
O -0.927 -0.741 -0.328
O 2.377 0.510 -0.350
H 2.915 0.196 -1.101
H 0.549 1.257 -0.701
H 0.959 -1.588 -0.124
H 0.591 -0.276 1.094
H -1.698 1.123 0.168
H -2.827 -0.252 0.253
H -1.614 -0.039 1.518
*
```

These are the Mulliken partial charges, in e, on atoms 1 to 8:
1 C -0.228
2 C -0.604
3 N -0.302
4 O -0.363
5 O -0.480
6 H 0.336
7 H 0.263
8 H 0.250

***

1 is favored, and the nearest alternative lies 75.1 kcal/mol above it.